Formula: C11H8ClNO
Source: the OMol25 dataset
Level of theory: ωB97M-V with the def2-TZVPD basis set

Last column: natural (NBO) charge in e.
CARTESIAN COORDINATES (ANGSTROEM)
Cl (-0.44719, -0.54410, -4.03651)  0.024
C (-0.16823, -1.23442, -2.49986)  -0.024
C (-0.37222, -2.60060, -2.40321)  -0.248
C (-0.04850, -3.26891, -1.20410)  -0.176
C (0.43697, -2.47048, -0.14982)  -0.252
C (0.58077, -1.07883, -0.25697)  0.297
O (0.95116, -0.42162, 0.92531)  -0.472
C (0.50392, 0.89470, 1.07100)  0.232
C (-0.83885, 1.33295, 0.90640)  -0.237
C (-1.12423, 2.59658, 1.31779)  -0.236
C (-0.21831, 3.35197, 2.17754)  0.025
N (0.98920, 2.87654, 2.34626)  -0.409
C (1.38668, 1.71277, 1.76972)  -0.014
C (0.15908, -0.45528, -1.40547)  -0.317
H (-0.65406, -3.19761, -3.22321)  0.224
H (-0.31243, -4.29141, -1.14100)  0.222
H (0.52783, -2.97194, 0.85874)  0.230
H (-1.52704, 0.67615, 0.36062)  0.238
H (-2.14666, 2.85816, 1.18035)  0.218
H (-0.32057, 4.28656, 2.75510)  0.218
H (2.40018, 1.30477, 1.98951)  0.210
H (0.24251, 0.64405, -1.33818)  0.247

As for the HOMO energy: -8.866 eV. The LUMO energy comes out at 0.02464 hartree. The total energy comes out at -27595.422 eV. The calculation puts the orbital gap at 9.537 eV. As for the strongest force on any atom: 0.061 Eh/bohr. Its SMILES is Clc1cccc(Oc2cccnc2)c1.



Formula: C30H61BN2O15PS7
Source: the OMol25 dataset
Level of theory: ωB97M-V with the def2-TZVPD basis set

Last column: Mulliken charge in e.
CARTESIAN COORDINATES (ANGSTROEM)
C (-4.79429, 0.89185, -3.95702)  -0.176
C (-4.94210, -0.27277, -2.81277)  -0.225
O (-5.70496, 0.11918, -1.61744)  -0.521
B (-4.92929, 0.99180, -0.71428)  0.865
O (-5.44794, 2.38633, -0.52042)  -0.493
P (-3.35819, 0.51507, 0.27228)  -0.091
C (-3.10223, 1.88044, 1.63834)  -0.479
C (-2.38971, 1.23535, 2.99522)  -0.774
S (-0.50566, 1.42057, 2.92451)  -0.048
C (0.00231, 3.14236, 3.47220)  0.352
N (-0.73454, 4.46912, 3.47359)  -0.168
N (0.05717, 5.51926, 3.98923)  -0.419
C (1.40814, 4.99043, 4.41814)  0.012
O (1.28816, 3.56884, 4.04599)  -0.146
H (-5.80925, 1.43099, -4.21372)  0.309
H (-4.43643, 0.39107, -4.97936)  -0.334
H (-3.96885, 1.69304, -3.69927)  0.212
H (-3.87087, -0.67200, -2.56381)  0.168
H (-5.53652, -1.17288, -3.31890)  0.257
H (-6.15858, 2.59529, -1.19747)  0.351
H (-2.13483, 0.50298, -0.51645)  0.253
H (-3.54535, -0.72637, 1.03265)  0.186
H (-4.14679, 2.36049, 1.95897)  0.374
H (-2.42367, 2.76420, 1.25798)  0.366
H (-2.75061, 1.89212, 3.91806)  0.362
H (-2.71747, 0.11305, 3.16241)  0.426
H (2.33629, 5.54346, 4.89137)  0.351
C (3.93688, 4.65844, 1.48703)  -0.397
C (4.86691, 4.31322, 2.64913)  -0.634
C (6.15113, 3.73853, 2.05366)  -0.238
S (6.31986, 4.46798, 0.43160)  1.134
O (6.19076, 3.42098, -0.56000)  -0.651
O (7.43326, 5.39574, 0.43940)  -0.676
C (4.79927, 5.39623, 0.47376)  -0.820
H (3.08900, 5.26808, 1.81271)  0.294
H (3.54153, 3.73679, 1.04355)  0.270
H (5.09788, 5.22427, 3.21444)  0.305
H (4.40225, 3.60561, 3.34287)  0.277
H (7.02454, 3.99345, 2.65921)  0.394
H (6.08558, 2.65380, 1.93231)  -0.050
H (4.35563, 5.43225, -0.52267)  0.418
H (5.03410, 6.40761, 0.81873)  0.374
C (-4.79505, -0.35704, -9.86122)  -0.242
C (-4.12264, 1.00664, -9.71009)  -0.774
C (-4.28560, 1.43950, -8.25402)  -0.651
S (-4.39667, -0.06386, -7.29526)  1.254
O (-5.72070, -0.14332, -6.71494)  -0.675
O (-3.19238, -0.21435, -6.50311)  -0.715
C (-4.31796, -1.18557, -8.67772)  -0.874
H (-4.54043, -0.83215, -10.81310)  0.416
H (-5.88447, -0.23845, -9.82197)  0.103
H (-3.05645, 0.91623, -9.95095)  0.310
H (-4.55147, 1.74714, -10.39248)  0.340
H (-3.43016, 2.02682, -7.91081)  0.389
H (-5.20956, 2.00514, -8.10565)  0.377
H (-4.94236, -2.05978, -8.48572)  0.420
H (-3.27416, -1.48816, -8.80408)  0.364
C (-9.81155, -0.99412, -11.87948)  -0.551
C (-10.08313, 0.50866, -11.82966)  -0.614
C (-8.74475, 1.22285, -12.01056)  -0.551
S (-7.71755, 0.12291, -12.97320)  1.019
O (-6.60832, -0.31010, -12.14965)  -0.537
O (-7.52872, 0.68287, -14.29654)  -0.692
C (-8.89741, -1.20857, -13.07661)  -0.704
H (-10.73633, -1.57112, -11.97154)  0.337
H (-9.30539, -1.30905, -10.95912)  0.287
H (-10.76150, 0.78395, -12.64634)  0.297
H (-10.56357, 0.80218, -10.89108)  0.326
H (-8.86277, 2.16944, -12.54399)  0.347
H (-8.25012, 1.39519, -11.05071)  0.280
H (-8.37981, -2.16910, -13.05530)  0.384
H (-9.44646, -1.09688, -14.01636)  0.351
C (0.61547, -0.76464, 6.89621)  -0.691
C (1.54549, -1.10986, 8.05831)  -0.763
C (2.82971, -1.68455, 7.46284)  -0.779
S (2.99845, -0.95510, 5.84078)  1.625
O (2.86934, -2.00210, 4.84918)  -0.676
O (4.11185, -0.02734, 5.84858)  -0.754
C (1.47785, -0.02685, 5.88294)  -0.337
H (-0.23242, -0.15500, 7.22189)  0.383
H (0.22011, -1.68630, 6.45272)  0.297
H (1.77646, -0.19881, 8.62362)  0.281
H (1.08083, -1.81747, 8.75205)  0.321
H (3.70313, -1.42963, 8.06839)  0.528
H (2.76416, -2.76928, 7.34148)  0.351
H (1.03421, 0.00917, 4.88651)  -0.071
H (1.71268, 0.98453, 6.22791)  0.380
C (6.08795, -5.28370, 10.91530)  -0.570
C (6.71004, -4.98857, 9.55130)  -0.681
C (5.59557, -4.47739, 8.63986)  -0.567
S (4.39057, -3.70495, 9.70896)  1.271
O (3.16448, -4.47276, 9.65148)  -0.702
O (4.41812, -2.27095, 9.50081)  -0.731
C (5.21909, -4.07822, 11.24188)  -0.796
H (6.85032, -5.44917, 11.68214)  0.354
H (5.46907, -6.18669, 10.85180)  0.284
H (7.48030, -4.21557, 9.66133)  0.317
H (7.19251, -5.87432, 9.12638)  0.329
H (5.96834, -3.74240, 7.92199)  0.324
H (5.10291, -5.29802, 8.11116)  0.399
H (4.48511, -4.27707, 12.02464)  0.400
H (5.83170, -3.21244, 11.51056)  0.342
C (5.52207, -2.73198, 0.79007)  -0.505
C (6.84568, -2.04187, 1.11629)  -0.601
C (6.68523, -1.36065, 2.47432)  -0.230
S (5.46396, -2.30985, 3.36829)  1.244
O (4.29397, -1.48130, 3.57020)  -0.598
O (6.11129, -3.01600, 4.45585)  -0.813
C (5.11677, -3.46749, 2.05873)  -0.776
H (5.61907, -3.41644, -0.05772)  0.363
H (4.76625, -1.97987, 0.53411)  0.257
H (7.64402, -2.79187, 1.17183)  0.283
H (7.12697, -1.31995, 0.34324)  0.314
H (7.62326, -1.35567, 3.03520)  0.397
H (6.30930, -0.33937, 2.36786)  -0.120
H (4.06159, -3.74550, 2.07566)  0.336
H (5.74207, -4.35094, 2.21858)  0.391

As for the HOMO energy: -10.169 eV. The LUMO energy comes out at -0.15335 hartree. The total energy comes out at -151587.309 eV. Its charge is +1. The calculation puts the orbital gap at 5.996 eV. As for the strongest force on any atom: 0.166 Eh/bohr.



Formula: C4H7NOS
Source: the OMol25 dataset
Level of theory: ωB97M-V with the def2-TZVPD basis set

Last column: natural (NBO) charge in e.
CARTESIAN COORDINATES (ANGSTROEM)
C (0.07741, -1.21925, -2.93391)  -0.386
C (0.29954, -0.26737, -2.21673)  0.123
N (0.64003, 0.60125, -1.37670)  -0.772
S (-0.28011, 0.73424, 0.17590)  1.820
C (-0.76676, -0.95881, 0.76505)  -0.807
C (0.87968, 1.23583, 1.43013)  -0.828
O (-1.49173, 1.53154, 0.36067)  -0.909
H (-0.18057, -1.96456, -3.59911)  0.225
H (-0.96201, -1.29272, -0.27126)  0.266
H (0.08952, -1.48970, 1.10489)  0.244
H (-1.62124, -0.64029, 1.29825)  0.260
H (1.29927, 0.32916, 1.62734)  0.231
H (1.56005, 2.02792, 1.17217)  0.270
H (0.45693, 1.37274, 2.46330)  0.264

As for the HOMO energy: -7.875 eV. The LUMO energy comes out at 0.01201 hartree. The total energy comes out at -18628.540 eV. The calculation puts the orbital gap at 8.201 eV. As for the strongest force on any atom: 0.145 Eh/bohr. Its SMILES is C#CN=S(C)(C)=O.



Formula: C5H13NO2
Source: the OMol25 dataset
Level of theory: ωB97M-V with the def2-TZVPD basis set

Last column: natural (NBO) charge in e.
CARTESIAN COORDINATES (ANGSTROEM)
C (-1.24251, 0.47330, 0.67256)  -0.416
C (-2.50521, 0.63515, -0.20845)  -0.610
C (-0.66254, -0.93714, 0.62239)  -0.207
N (-0.11302, -1.27464, -0.68218)  -0.652
C (1.27356, -0.86342, -0.89090)  -0.327
C (1.33798, 0.51447, -1.51314)  0.022
O (2.17850, 1.42726, -1.10539)  -0.836
H (-1.50139, 0.66233, 1.68932)  0.176
H (-0.50392, 1.10760, 0.19748)  0.243
H (-2.93312, 1.62510, -0.01793)  0.189
H (-3.25817, -0.08970, 0.13719)  0.170
H (-2.26510, 0.40546, -1.24144)  0.222
H (-1.42667, -1.67826, 0.87459)  0.157
H (0.08211, -0.99909, 1.42392)  0.180
H (-0.25166, -2.26055, -0.88507)  0.333
H (1.83288, -1.63173, -1.47689)  0.133
H (1.94373, -0.80854, -0.03322)  0.181
H (0.66913, 0.66771, -2.37041)  0.075
H (2.52426, 1.41391, 2.28688)  0.449
H (2.51808, 0.95177, 0.80129)  0.516
O (2.30309, 0.65898, 1.71939)  -0.999

As for the HOMO energy (alpha / beta): 0.114 / -3.451 eV. Its spin multiplicity is 2. The LUMO energy (alpha / beta) comes out at 0.14586 / 0.14454 hartree. The total energy comes out at -10979.563 eV. Its charge is -1. The calculation puts the orbital gap (alpha / beta) at 3.855 / 7.384 eV. As for the strongest force on any atom: 0.042 Eh/bohr.



Formula: C5H8O2
Source: the OMol25 dataset
Level of theory: ωB97M-V with the def2-TZVPD basis set

Last column: natural (NBO) charge in e.
CARTESIAN COORDINATES (ANGSTROEM)
C (-1.33769, -0.79699, -0.19383)  -0.615
C (-0.28850, 0.29395, 0.06110)  0.152
O (-0.83447, 1.57598, -0.14480)  -0.700
C (0.27494, 0.22126, 1.47637)  -0.614
C (1.83953, -0.85160, -1.11476)  -0.054
C (0.83613, 0.09488, -0.92359)  0.369
O (0.98146, 0.74438, -1.97934)  -0.531
H (-2.17260, -0.64052, 0.49592)  0.225
H (-1.71395, -0.72522, -1.21992)  0.222
H (-0.92181, -1.79935, -0.04364)  0.221
H (-0.73413, 1.77889, -1.08917)  0.486
H (0.93130, 1.07642, 1.66379)  0.228
H (-0.53904, 0.23879, 2.20617)  0.227
H (2.83458, -0.50511, -0.81127)  0.173
H (0.84427, -0.70574, 1.61698)  0.212

As for the HOMO energy: -9.625 eV. The LUMO energy comes out at -0.02213 hartree. The total energy comes out at -9405.787 eV. The calculation puts the orbital gap at 9.023 eV. As for the strongest force on any atom: 0.005 Eh/bohr.



Formula: C29H25Cl2IrN7O2S
Source: the OMol25 dataset
Level of theory: ωB97M-V with the def2-TZVPD basis set

Last column: natural (NBO) charge in e.
CARTESIAN COORDINATES (ANGSTROEM)
Ir (-0.29596, 0.11538, -1.74079)  1.216
C (-1.27995, -2.53206, 2.99145)  -0.157
C (-0.43447, -1.45694, 2.74267)  -0.202
C (-0.62599, -0.66004, 1.62976)  -0.171
C (-1.67036, -0.93806, 0.74226)  0.048
C (-2.50768, -2.03445, 0.98077)  -0.221
C (-2.30915, -2.81793, 2.10362)  -0.203
N (-1.83434, -0.12396, -0.39682)  -0.351
C (-2.98086, 0.51375, -0.70559)  0.140
C (-4.14636, 0.54811, 0.08653)  -0.178
C (-5.21564, 1.31306, -0.31914)  -0.145
C (-5.14910, 2.08745, -1.48843)  -0.128
C (-4.00927, 2.09838, -2.27287)  -0.176
C (-2.93303, 1.30824, -1.89964)  0.169
N (-1.71802, 1.24154, -2.55139)  -0.132
N (-1.41267, 2.05886, -3.45656)  -0.097
C (-0.10032, 2.00415, -3.86013)  0.273
C (0.40227, 2.94581, -4.74975)  -0.156
C (1.73791, 2.89245, -5.10146)  -0.116
C (2.53675, 1.88235, -4.58391)  -0.195
C (1.98089, 0.98366, -3.68828)  0.081
N (0.70420, 1.04625, -3.31813)  -0.460
H (-1.14083, -3.13087, 3.88103)  0.237
H (0.36997, -1.21914, 3.42645)  0.240
H (-0.00836, 0.21720, 1.47752)  0.254
H (-3.29617, -2.26506, 0.27423)  0.223
H (-2.96626, -3.65590, 2.29150)  0.241
H (-4.18121, 0.00162, 1.01788)  0.257
H (-6.11300, 1.32990, 0.28297)  0.255
H (-5.99331, 2.70079, -1.76955)  0.253
H (-3.93735, 2.70929, -3.16165)  0.259
H (-0.27366, 3.70992, -5.10552)  0.268
H (2.16180, 3.63503, -5.76283)  0.261
H (3.57965, 1.80599, -4.85419)  0.262
H (2.58491, 0.20042, -3.24932)  0.228
S (4.28666, -2.68813, 2.17449)  0.298
C (3.12359, -1.99777, 1.00682)  -0.087
C (2.11329, -2.78610, 0.46482)  -0.244
C (1.23172, -2.21268, -0.42500)  0.065
N (1.30887, -0.92833, -0.80241)  -0.504
C (2.32013, -0.18710, -0.32254)  0.043
C (3.24317, -0.68054, 0.57618)  -0.178
C (3.40280, -2.21081, 3.66628)  -0.143
C (2.48495, -3.08681, 4.22557)  -0.267
C (1.85215, -2.69734, 5.40118)  0.036
N (2.10048, -1.53112, 5.98005)  -0.389
C (2.99222, -0.70247, 5.45674)  0.053
C (3.68141, -1.00337, 4.28433)  -0.257
H (2.02478, -3.83097, 0.72383)  0.260
H (0.44055, -2.80808, -0.86277)  0.207
H (2.39203, 0.83309, -0.67685)  0.228
H (4.05413, -0.05352, 0.91610)  0.252
H (2.27913, -4.04829, 3.77557)  0.234
H (1.13695, -3.34407, 5.89579)  0.209
H (3.17178, 0.22330, 5.98912)  0.215
H (4.41754, -0.31996, 3.88514)  0.236
N (-0.77678, -1.64615, -3.25421)  -0.968
H (-1.12384, -1.24726, -4.12186)  0.412
H (-1.48450, -2.29043, -2.91268)  0.416
H (0.05256, -2.18746, -3.48154)  0.416
Cl (-1.89388, 4.26232, 0.22997)  -0.009
C (-0.15735, 4.16825, 0.51151)  -0.321
Cl (0.76224, 5.08902, -0.66707)  0.012
C (0.24712, 2.61490, 0.37237)  0.791
O (0.66899, 2.11171, 1.38772)  -0.619
O (0.03781, 2.19307, -0.81106)  -0.732
H (0.08427, 4.47791, 1.52175)  0.255

As for the HOMO energy (alpha / beta): -13.789 / -13.789 eV. Its spin multiplicity is 2. The LUMO energy (alpha / beta) comes out at -0.28827 / -0.31402 hartree. The total energy comes out at -83709.583 eV. Its charge is +2. The calculation puts the orbital gap (alpha / beta) at 5.945 / 5.244 eV. As for the strongest force on any atom: 0.064 Eh/bohr.